Computed, not measured: an isolated ion of composition C6H6N and charge +1 in a non-equilibrium geometry, with ωB97M-V/def2-TZVPD.

Last column: Mulliken charge in e.
Cartesian coordinates (Å):
C1 -2.82413 -0.11174 0.15742  0.075
C2 -4.02157 -0.66795 0.01424  -0.592
C3 -1.61815 0.33224 0.15172  0.562
C4 -0.53567 1.06198 -0.02956  -0.478
C5 1.19735 -0.60046 0.65190  -0.582
C6 0.89052 0.66897 0.04893  0.235
N1 1.15348 -0.58589 -0.82385  -0.239
H1 -0.71366 2.13633 0.06716  0.359
H2 2.18279 -0.69683 1.09005  0.352
H3 0.26774 -1.08302 1.10654  0.257
H4 1.62065 1.39968 -0.07690  0.455
H5 2.08516 -0.91308 -1.13344  0.323
H6 0.31551 -0.94023 -1.22419  0.272

Output
**HOMO level**: -13.611 eV
**Total charge**: +1
**Energy relative to the best compared isomer or geometry (same formula, charge and spin)**: 111.2 kcal per mole
**Kohn-Sham gap**: 7.7 eV
**LUMO energy**: -5.9 eV
**Calculated total energy**: -286.45809 hartree

Computed, not measured: the molecule C6H6N2 in a non-equilibrium geometry, with ωB97M-V/def2-TZVPD.

Last column: Mulliken charge in e.
Cartesian coordinates (Å):
C1 -0.91477 0.67637 1.71902  -0.326
C2 -0.93419 1.36369 0.59215  -0.451
N1 -0.07347 0.58424 -0.33324  0.947
N2 0.19727 0.60436 -1.58676  -1.190
C3 0.67238 -0.68236 -1.88254  -0.128
C4 0.73082 -1.43447 -0.75906  -0.807
C5 0.42735 -0.49400 0.29516  0.096
C6 -0.00276 -0.48313 1.70229  -0.175
H1 -1.66602 0.98541 2.53037  0.290
H2 -1.40621 2.20736 0.30785  0.533
H3 1.04883 -0.76764 -2.93034  0.394
H4 0.91092 -2.50804 -0.85947  0.302
H5 -0.53365 -1.41919 2.07677  0.262
H6 0.90663 -0.49475 2.31267  0.253

Output
**HOMO level**: -8.563 eV
**SMILES**: C1=Cn2nccc2C1
**Energy relative to the best compared isomer or geometry (same formula, charge and spin)**: 43.3 kcal per mole
**Kohn-Sham gap**: 9.5 eV
**LUMO energy**: 1.0 eV
**Calculated total energy**: -341.65361 hartree

Computed, not measured: the molecule C6H6N2 in a non-equilibrium geometry, with ωB97M-V/def2-TZVPD.

Last column: Mulliken charge in e.
Cartesian coordinates (Å):
C1 -2.52678 1.39456 0.83088  0.026
C2 -1.39020 0.98181 0.82818  -0.848
C3 -0.02364 0.25779 0.82402  0.465
N1 1.30157 0.88871 0.43971  -0.608
C4 1.70207 0.04495 -0.49976  -0.102
N2 1.08490 -1.00876 -0.73135  -0.259
C5 -0.16752 -1.12838 -1.44270  -0.419
C6 -0.18380 -1.04134 0.11014  -0.325
H1 -3.32532 1.87644 0.54746  0.515
H2 0.38266 -0.08163 1.75368  0.293
H3 2.78713 0.05199 -0.76121  0.355
H4 -0.34341 -0.10208 -1.82379  0.256
H5 -0.26234 -1.96191 -2.05987  0.291
H6 -0.40482 -1.99878 0.48072  0.360

Output
**HOMO level**: -9.238 eV
**SMILES**: C#C[C@@H]1N=CN2C[C@H]12
**Energy relative to the best compared isomer or geometry (same formula, charge and spin)**: 125.1 kcal per mole
**Kohn-Sham gap**: 10.1 eV
**LUMO energy**: 0.9 eV
**Calculated total energy**: -341.52325 hartree

Computed, not measured: the molecule C6H6N2 in a non-equilibrium geometry, with ωB97M-V/def2-TZVPD.

Last column: Mulliken charge in e.
Cartesian coordinates (Å):
C1 1.76643 -1.27541 -1.01009  -0.912
C2 1.44458 -0.05122 -0.59815  -0.086
C3 0.16145 0.31891 -0.02477  0.995
C4 -0.88655 -0.57577 0.02001  -0.245
C5 -2.09128 -0.10556 0.64382  -0.323
N1 -2.22656 1.08376 1.24094  -0.434
N2 -1.16908 1.93255 1.20078  -0.392
C6 -0.05993 1.58691 0.59224  -0.360
H1 1.14710 -2.13545 -0.86152  0.175
H2 2.68826 -1.53190 -1.47291  0.271
H3 2.16081 0.78518 -0.71333  0.248
H4 -0.73631 -1.56677 -0.39957  0.270
H5 -2.94917 -0.75876 0.64114  0.410
H6 0.75026 2.29355 0.74141  0.381

Output
**HOMO level**: -9.525 eV
**SMILES**: C=Cc1ccnnc1
**Energy relative to the best compared isomer or geometry (same formula, charge and spin)**: 29.3 kcal per mole
**Kohn-Sham gap**: 9.3 eV
**LUMO energy**: -0.2 eV
**Calculated total energy**: -341.67582 hartree

Computed, not measured: the molecule C6H6N2O in a non-equilibrium geometry, with ωB97M-V/def2-TZVPD.

Last column: Mulliken charge in e.
Cartesian coordinates (Å):
C1 1.77527 1.32686 -0.91270  -1.012
C2 0.61815 0.84954 -0.49345  0.571
O1 -0.58942 1.55840 -0.65713  -0.441
C3 -1.63583 0.82026 -0.05509  -0.416
C4 -1.03212 -0.44740 0.42224  0.228
C5 -1.68388 -1.54303 1.04613  -0.050
N1 -2.22970 -2.45475 1.54806  -0.495
C6 0.31543 -0.47426 0.13827  0.616
N2 1.26834 -1.34639 0.46550  -0.439
H1 1.89478 2.29939 -1.39504  0.275
H2 2.73546 0.84115 -0.73510  0.222
H3 -2.09187 1.46758 0.72809  0.243
H4 -2.42239 0.65327 -0.81131  0.242
H5 0.93605 -2.26438 0.78632  0.245
H6 2.14173 -1.28622 -0.07480  0.213

Output
**HOMO level**: -8.554 eV
**SMILES**: C=C1OCC(C#N)=C1N
**Energy relative to the best compared isomer or geometry (same formula, charge and spin)**: 19.4 kcal per mole
**Kohn-Sham gap**: 8.9 eV
**LUMO energy**: 0.3 eV
**Calculated total energy**: -416.94282 hartree

Computed, not measured: a 2-piece molecular cluster, C6H6N2O overall in a non-equilibrium geometry, with ωB97M-V/def2-TZVPD.

Last column: Löwdin spin population.
Cartesian coordinates (Å):
C1 0.19100 -0.69175 -1.00152  0.226
C2 -0.60746 -1.20656 0.16945  0.142
C3 -0.02769 1.01664 0.25589  0.140
C4 1.54927 1.83352 -2.03648  0.000
C5 -0.67931 -2.46406 0.66375  0.533
C6 0.08708 2.16748 0.93116  0.536
N1 0.51278 0.53721 -0.88968  0.135
N2 -0.68725 -0.05991 0.90278  0.159
O1 1.95755 1.01487 -2.72644  0.000
H1 0.45796 -1.19121 -1.85029  0.015
H2 -1.32328 -2.82217 1.53877  0.031
H3 -0.53663 -3.21514 -0.19915  0.021
H4 -0.09239 1.95015 1.97670  0.030
H5 0.55879 3.08583 0.60359  0.031
H6 -1.36043 0.04509 1.66147  0.001

Output
**HOMO level (spin up / spin down)**: -6.238 / -9.103 eV
**2S+1**: 3
**Energy relative to the best compared isomer or geometry (same formula, charge and spin)**: 15.4 kcal per mole
**Kohn-Sham gap (spin up / spin down)**: 6.9 / 6.9 eV
**LUMO energy (spin up / spin down)**: 0.7 / -2.2 eV
**Calculated total energy**: -416.79557 hartree

Computed, not measured: a 2-piece molecular cluster, C6H6N2O2 overall in a non-equilibrium geometry, with ωB97M-V/def2-TZVPD.

Last column: Mulliken charge in e.
Cartesian coordinates (Å):
O1 -0.12314 -1.76436 -3.30310  -0.604
C1 -0.30495 -1.85206 -2.07339  0.448
C2 -1.38651 -2.55339 -1.44510  -0.376
C3 -1.58489 -2.50176 -0.06027  -0.101
N1 -0.98414 -1.59317 0.67990  -0.190
C4 0.11199 -0.79399 0.21834  0.304
O2 0.88458 0.11787 0.67960  -0.624
N2 0.54892 -1.24001 -1.10734  -0.231
H1 -1.88493 -3.41925 -2.07513  0.258
H2 -2.33014 -3.11513 0.32292  0.441
H3 -1.59899 -1.13261 1.61172  0.356
H4 1.27372 -0.38152 -1.29188  0.318
C5 1.82079 4.74266 1.43932  -0.326
C6 1.80074 5.53710 2.35946  -0.281
H5 1.65910 3.93121 0.67090  0.330
H6 2.09786 6.01841 3.37406  0.278

Output
**HOMO level**: -9.600 eV
**SMILES**: O=c1cc[nH]c(=O)[nH]1.C#C
**Energy relative to the best compared isomer or geometry (same formula, charge and spin)**: 98.4 kcal per mole
**Kohn-Sham gap**: 9.5 eV
**LUMO energy**: -0.1 eV
**Calculated total energy**: -492.08669 hartree

Computed, not measured: a 2-piece molecular cluster, C6H6N2O2 overall in a non-equilibrium geometry, with ωB97M-V/def2-TZVPD.

Last column: Mulliken charge in e.
Cartesian coordinates (Å):
O1 -0.62096 -2.91747 -1.48233  -0.610
C1 -0.53609 -1.99080 -0.68271  0.378
C2 0.40511 -0.97377 -0.68643  -0.209
C3 0.35299 -0.02624 0.27793  0.544
N1 -0.38513 -0.08644 1.39201  -0.095
C4 -1.41691 -0.96194 1.47017  0.254
O2 -2.27142 -1.06791 2.34786  -0.632
N2 -1.46195 -1.80142 0.38129  -0.141
H1 1.11327 -0.54806 -1.58533  0.033
H2 0.81875 0.93194 0.15923  -0.153
H3 -0.67156 0.70418 1.97763  0.302
H4 -2.03956 -2.64358 0.71338  0.275
C5 1.82971 2.24553 -1.22573  -0.454
C6 1.49954 3.26803 -0.68269  -0.257
H5 2.06893 1.73352 -2.24835  0.322
H6 1.31527 4.13443 -0.12594  0.443

Output
**HOMO level**: -9.598 eV
**SMILES**: O=c1cc[nH]c(=O)[nH]1.C#C
**Energy relative to the best compared isomer or geometry (same formula, charge and spin)**: 70.1 kcal per mole
**Kohn-Sham gap**: 10.1 eV
**LUMO energy**: 0.5 eV
**Calculated total energy**: -492.13168 hartree

Q: Number 7 is which compound?
A: C6H6N2O2

Repeat the third record exactly.
Computed, not measured: the molecule C6H6N2 in a non-equilibrium geometry, with ωB97M-V/def2-TZVPD.

Last column: Mulliken charge in e.
Cartesian coordinates (Å):
C1 -2.52678 1.39456 0.83088  0.026
C2 -1.39020 0.98181 0.82818  -0.848
C3 -0.02364 0.25779 0.82402  0.465
N1 1.30157 0.88871 0.43971  -0.608
C4 1.70207 0.04495 -0.49976  -0.102
N2 1.08490 -1.00876 -0.73135  -0.259
C5 -0.16752 -1.12838 -1.44270  -0.419
C6 -0.18380 -1.04134 0.11014  -0.325
H1 -3.32532 1.87644 0.54746  0.515
H2 0.38266 -0.08163 1.75368  0.293
H3 2.78713 0.05199 -0.76121  0.355
H4 -0.34341 -0.10208 -1.82379  0.256
H5 -0.26234 -1.96191 -2.05987  0.291
H6 -0.40482 -1.99878 0.48072  0.360

Output
**HOMO level**: -9.238 eV
**SMILES**: C#C[C@@H]1N=CN2C[C@H]12
**Energy relative to the best compared isomer or geometry (same formula, charge and spin)**: 125.1 kcal per mole
**Kohn-Sham gap**: 10.1 eV
**LUMO energy**: 0.9 eV
**Calculated total energy**: -341.52325 hartree

Q: calculated total energy of number 8 (C6H6N2O2)?
A: -492.13168 hartree